## A
Molecular formula: C5H12N4
Method: DFT, ωB97M-V/def2-TZVPD

Calculated values
E_HOMO: -6.38 eV
gap between HOMO and LUMO: 6.6542 eV

```
! RIJCOSX wB97M-V def2-TZVPD def2/J DEFGRID3
* xyz 0 1
N 1.198 0.717 -1.460
N -0.971 -0.087 -1.772
N 0.358 -1.129 0.621
N 0.799 0.417 2.556
C -0.425 1.228 0.269
C -1.910 1.317 0.594
C -0.066 0.557 -0.986
C 0.379 0.190 1.464
C 1.553 -1.944 0.678
H 1.963 -1.921 1.693
H -2.300 0.339 0.886
H -2.524 1.700 -0.226
H -2.037 1.965 1.459
H 2.321 -1.507 0.026
H 1.863 1.091 -0.797
H -1.901 -0.200 -1.402
H -0.656 -0.580 -2.593
H -0.540 -1.603 0.595
H 1.367 -2.969 0.350
H 1.496 0.204 -2.277
H 0.032 2.216 0.320
*
```

## B
Molecular formula: C5H12N4
Method: DFT, ωB97M-V/def2-TZVPD

Calculated values
structure (SMILES): C/C(N)=C\C(N)=C(N)N
E_HOMO: -6.72 eV
gap between HOMO and LUMO: 7.6865 eV

```
! RIJCOSX wB97M-V def2-TZVPD def2/J DEFGRID3
* xyz 0 1
N -0.384 0.103 2.006
N -1.585 -1.094 -2.052
N 2.450 0.824 -0.224
N 1.838 -0.690 1.990
C -1.065 -0.191 -1.122
C 1.074 0.656 0.127
C 0.233 -0.265 -0.771
C -2.001 0.934 -0.789
C 0.814 -0.036 1.287
H -1.161 0.323 1.398
H -1.072 -1.953 -2.172
H 1.762 -0.601 2.997
H 2.557 1.616 -0.854
H -1.466 1.719 -0.262
H -2.810 0.603 -0.131
H 0.836 -1.022 -1.275
H 2.745 -0.332 1.711
H 2.874 0.013 -0.672
H -2.440 1.328 -1.708
H -0.614 -0.723 2.551
H -2.585 -1.212 -2.036
*
```

Pick the least stable structure from those above. Pick: A